Formula: C23H34N4O6
Source: the OMol25 dataset
Level of theory: the ωB97M-V functional and the def2-TZVPD basis

Geometry as XYZ:
```
67
Properties=species:S:1:pos:R:3:nbo_charge:R:1
C 3.435 0.985 2.330 -0.6399
C 3.072 -0.069 1.289 -0.0578
O 2.123 0.392 0.353 -0.5318
C 0.824 0.617 0.742 0.3350
C 0.246 0.154 1.912 -0.3525
C -1.094 0.394 2.222 0.1305
C -1.866 1.149 1.311 0.3184
C -1.294 1.585 0.129 -0.3155
C 0.038 1.330 -0.170 0.0663
N 0.652 1.752 -1.359 -0.6205
C 0.081 2.325 -2.438 0.6700
O -1.076 2.675 -2.533 -0.6033
C 1.076 2.495 -3.603 -0.3166
N 1.601 1.220 -4.035 -0.4748
C 2.648 0.568 -3.460 0.7113
O 3.331 0.987 -2.555 -0.6049
C 2.773 -0.770 -4.179 -0.1375
N 1.732 -0.668 -5.166 -0.6224
C 1.030 0.486 -5.093 0.7952
O 0.121 0.852 -5.785 -0.5963
H 1.500 -1.400 -5.813 0.4207
C 2.645 -1.969 -3.223 -0.3879
H 2.464 -2.865 -3.823 0.2053
H 3.611 -2.084 -2.728 0.2213
C 1.568 -1.850 -2.136 -0.2417
C 0.147 -1.833 -2.694 -0.6059
H -0.050 -0.948 -3.291 0.2058
H -0.567 -1.838 -1.873 0.2172
H -0.033 -2.713 -3.309 0.1983
C 1.720 -3.018 -1.162 -0.5975
H 0.996 -2.928 -0.356 0.2135
H 2.716 -3.031 -0.726 0.2043
H 1.552 -3.966 -1.670 0.2003
H 1.742 -0.927 -1.578 0.2232
H 3.756 -0.824 -4.669 0.2222
H 0.542 2.939 -4.447 0.2614
H 1.910 3.132 -3.294 0.2340
H 1.647 1.551 -1.380 0.4416
H -1.858 2.157 -0.586 0.2608
O -3.149 1.451 1.692 -0.5234
C -4.006 2.133 0.797 -0.0607
C -4.540 1.241 -0.319 -0.6389
H -5.040 0.373 0.106 0.2074
H -3.735 0.898 -0.964 0.2194
H -5.253 1.799 -0.919 0.2175
H -3.510 3.018 0.381 0.1763
H -4.833 2.467 1.431 0.1903
N -1.628 -0.047 3.418 -0.4369
C -0.768 -0.434 4.512 -0.2401
C -1.607 -0.511 5.784 -0.0696
H -2.088 0.462 5.956 0.1695
O -2.587 -1.528 5.717 -0.5312
C -3.042 -1.773 4.400 -0.0784
C -2.993 -0.527 3.518 -0.2305
H -3.369 -0.783 2.527 0.2195
H -3.644 0.247 3.942 0.1953
H -4.070 -2.133 4.492 0.1954
H -2.437 -2.571 3.941 0.1613
H -0.978 -0.747 6.647 0.1931
H -0.285 -1.411 4.348 0.1731
H 0.012 0.322 4.640 0.2115
H 0.838 -0.425 2.600 0.2187
H 3.946 -0.308 0.678 0.1988
H 2.725 -0.992 1.772 0.1666
H 2.562 1.270 2.911 0.2140
H 4.196 0.593 3.000 0.2150
H 3.822 1.871 1.834 0.2173
```

## Properties
ΔE to the lowest compared entry with this formula, charge and spin: 24.2 kJ/mol
SMILES: CCOc1cc(N2CCOCC2)c(OCC)cc1NC(=O)CN1C(=O)N[C@H](CC(C)C)C1=O
Energy: -42649.415 eV
Frontier orbital gap: 7.541 eV
M: 462.55 g/mol


Formula: C12H21AgN5O8S
Source: the OMol25 dataset
Level of theory: the ωB97M-V functional and the def2-TZVPD basis

Geometry as XYZ:
```
48
Properties=species:S:1:pos:R:3:nbo_charge:R:1
Ag 0.129 0.082 -0.216 0.8773
N 2.178 3.640 3.402 -0.6993
C 1.856 2.853 2.090 -0.0032
C 0.510 3.304 1.595 -0.5057
C -0.716 2.630 2.243 -0.0468
N -1.393 1.777 1.270 -0.8704
C -0.319 1.794 3.481 -0.3952
C 0.832 0.782 3.250 -0.0504
N 0.350 -0.405 2.557 -0.8601
C 1.990 1.382 2.411 -0.4618
H 2.161 4.636 3.209 0.4259
H 3.077 3.364 3.786 0.4230
H 1.436 3.411 4.059 0.4334
H 2.641 3.168 1.402 0.2321
H 0.514 3.053 0.526 0.3585
H 0.429 4.397 1.621 0.2029
H -1.381 3.434 2.593 0.1614
H -1.551 2.318 0.404 0.4385
H -2.305 1.518 1.629 0.3512
H -1.197 1.237 3.819 0.2235
H -0.070 2.464 4.321 0.1450
H 1.232 0.516 4.242 0.1510
H -0.353 -0.902 3.088 0.3512
H 1.112 -1.036 2.307 0.4279
H 2.002 0.861 1.452 0.2987
H 2.958 1.181 2.880 0.2026
O -0.191 2.586 -3.440 -1.0436
S -0.421 2.203 -2.056 2.5690
O -1.214 0.940 -1.955 -1.1317
O -1.138 3.273 -1.306 -1.1111
O 0.903 1.982 -1.345 -1.1595
C -0.534 -1.624 -3.614 -0.6883
C 0.376 -2.318 -2.664 0.4008
N 0.753 -1.893 -1.477 -0.5117
C 1.637 -2.817 -0.969 0.0136
C 1.786 -3.843 -1.884 -0.0423
N 0.980 -3.496 -2.936 -0.4947
C 2.526 -5.128 -1.986 0.7707
O 3.298 -5.472 -0.997 -0.6886
O 2.379 -5.810 -2.989 -0.6519
C 2.280 -2.590 0.380 0.7895
O 3.073 -3.476 0.814 -0.7582
O 1.978 -1.548 0.988 -0.7808
H -0.941 -0.735 -3.136 0.3165
H -1.342 -2.288 -3.933 0.2050
H 0.019 -1.305 -4.500 0.2265
H 0.892 -4.067 -3.759 0.4319
H 3.274 -4.738 -0.229 0.5278
```

## Properties
Charge: -1
ΔE to the lowest compared entry with this formula, charge and spin: 285.3 kJ/mol
Energy: -51452.993 eV
Frontier orbital gap: 5.178 eV
M: 503.26 g/mol


Formula: C2H4IO4S
Source: the OMol25 dataset
Level of theory: the ωB97M-V functional and the def2-TZVPD basis

Geometry as XYZ:
```
12
Properties=species:S:1:pos:R:3:nbo_charge:R:1
C 1.208 1.258 -0.523 -0.8208
C -0.484 0.166 1.131 0.1105
O 0.582 -1.730 -0.722 -0.9407
O -1.355 -2.340 0.494 -0.9711
O -1.593 -0.586 -1.155 -0.9013
O -1.540 0.782 1.201 -0.6703
S -0.596 -1.270 -0.036 2.2306
I 3.019 0.342 0.162 -0.0662
H 1.077 0.925 -1.524 0.1810
H 1.239 2.251 -0.283 0.1543
H 0.436 0.048 1.901 0.1907
H -1.992 0.155 -0.645 0.5034
```

## Properties
Charge: -1
ΔE to the lowest compared entry with this formula, charge and spin: 358.2 kJ/mol
Energy: -29263.228 eV
Frontier orbital gap (alpha / beta): 6.389 / 6.388 eV
M: 251.02 g/mol


Formula: C3H3NO2
Source: the OMol25 dataset
Level of theory: the ωB97M-V functional and the def2-TZVPD basis

Geometry as XYZ:
```
9
Properties=species:S:1:pos:R:3:nbo_charge:R:1
O 0.668 0.916 -1.365 -0.6573
C -0.015 0.217 -0.419 -0.0067
C -0.322 0.893 0.840 0.3725
O 0.081 2.025 1.029 -0.5577
C -0.239 -1.085 -0.475 0.3996
N -0.476 -2.283 -0.398 -0.5684
H 0.896 1.750 -0.918 0.5011
H 0.283 -2.748 0.105 0.3806
H -0.875 0.316 1.602 0.1364
```

## Properties
ΔE to the lowest compared entry with this formula, charge and spin: 235.9 kJ/mol
SMILES: N=C=C(O)C=O
Energy: -8742.686 eV
Frontier orbital gap: 9.495 eV
M: 85.06 g/mol


Formula: C3H6N2
Source: the OMol25 dataset
Level of theory: the ωB97M-V functional and the def2-TZVPD basis

Geometry as XYZ:
```
11
Properties=species:S:1:pos:R:3:nbo_charge:R:1
C 0.411 -0.412 -1.832 0.1164
C -0.279 -0.677 0.822 0.4159
C 0.135 0.651 1.163 -0.7495
N 0.740 0.785 -1.912 -0.7028
N -0.858 -1.692 1.122 -0.6525
H -0.204 -0.958 -2.466 0.1345
H -0.006 1.259 0.311 0.2659
H -0.370 1.050 1.989 0.2184
H 1.199 0.609 1.309 0.2561
H 0.355 1.335 -2.616 0.3479
H -1.124 -1.950 2.110 0.3497
```

## Properties
ΔE to the lowest compared entry with this formula, charge and spin: 512.6 kJ/mol
Energy: -6183.232 eV
Frontier orbital gap (alpha / beta): 8.477 / 7.352 eV
M: 70.09 g/mol


Formula: C15H29MgN6O2Te
Source: the OMol25 dataset
Level of theory: the ωB97M-V functional and the def2-TZVPD basis

Geometry as XYZ:
```
54
Properties=species:S:1:pos:R:3:mulliken_charge:R:1
Mg -1.273 1.205 0.839 0.9539
N 0.686 1.066 -0.329 -0.2284
C 1.586 1.615 0.718 0.3720
C 3.020 1.834 0.276 -0.9837
C 3.760 0.569 -0.162 -0.4413
C 3.775 -0.552 0.887 -1.4336
N 2.676 -1.512 0.753 0.0564
C 2.710 -2.569 -0.046 0.8018
N 3.697 -2.728 -0.935 -0.3613
N 1.764 -3.505 0.051 -0.3280
C 0.909 2.908 1.242 0.2907
O 1.519 3.955 1.222 -0.6643
O -0.306 2.696 1.632 -0.6036
H 0.906 0.091 -0.513 -0.0524
H 0.848 1.572 -1.197 0.2807
H 1.545 0.903 1.551 0.1177
H 3.557 2.299 1.104 0.3601
H 3.034 2.572 -0.530 0.3604
H 4.793 0.843 -0.387 0.3679
H 3.338 0.174 -1.093 0.4231
H 3.715 -0.139 1.894 0.5431
H 4.710 -1.113 0.849 0.5148
H 1.815 -1.388 1.287 0.0300
H 4.405 -2.027 -1.061 0.1899
H 3.838 -3.622 -1.372 0.2213
H 0.983 -3.311 0.669 0.0540
H 1.539 -4.060 -0.761 0.2590
N -2.920 1.533 2.212 -0.5238
C -3.436 2.922 2.151 -0.5492
C -4.020 3.240 0.781 -0.6632
C -3.015 3.321 -0.362 -0.5928
N -2.496 1.977 -0.760 -0.5969
H -3.682 0.872 2.086 0.2749
H -2.561 1.350 3.145 0.2982
H -2.595 3.585 2.358 0.3187
H -4.198 3.088 2.915 0.4239
H -4.510 4.214 0.847 0.3478
H -4.811 2.523 0.531 0.2669
H -2.159 3.926 -0.060 0.3321
H -3.485 3.804 -1.220 0.4601
H -1.922 2.090 -1.590 0.2408
H -3.279 1.399 -1.056 0.2600
Te -1.039 -1.558 1.510 -0.0490
C -1.204 -2.483 -0.395 -0.0884
C -0.991 -1.805 -1.597 -0.0826
C -0.988 -2.482 -2.809 -0.7853
C -1.202 -3.854 -2.846 -0.4467
C -1.444 -4.534 -1.660 -0.5372
C -1.448 -3.855 -0.447 -0.2078
H -0.832 -0.733 -1.593 0.1778
H -0.824 -1.936 -3.730 0.4100
H -1.203 -4.382 -3.790 0.4218
H -1.641 -5.599 -1.676 0.3985
H -1.643 -4.399 0.469 0.3911
```

## Properties
Charge: +1
ΔE to the lowest compared entry with this formula, charge and spin: 0.0 kJ/mol
Energy: -41799.395 eV
Frontier orbital gap: 7.909 eV
M: 477.34 g/mol